Record 1
{"formula": "C15H17CdNS2", "method": "ωB97M-V with the def2-TZVPD basis set", "elements": ["C", "C", "C", "H", "C", "H", "H", "H", "C", "H", "H", "C", "H", "H", "C", "H", "H", "C", "H", "H", "Cd", "H", "S", "C", "N", "C", "C", "C", "C", "C", "C", "S", "H", "H", "H", "H"], "positions_angstrom": [[-1.102, 2.455, -2.320], [-2.430, -0.780, -2.448], [-0.120, 1.980, -3.096], [-0.998, 3.502, -1.958], [-1.194, -1.276, -2.344], [-3.268, -1.462, -2.639], [0.378, 2.704, -3.765], [-1.049, -2.367, -2.308], [0.233, 0.556, -3.462], [1.307, 0.620, -3.725], [-0.297, 0.213, -4.375], [-1.971, 1.568, -1.477], [-2.606, 2.196, -0.835], [-1.326, 1.002, -0.787], [-2.817, 0.669, -2.415], [-2.710, 1.034, -3.455], [-3.882, 0.799, -2.154], [0.088, -0.475, -2.319], [0.921, -1.184, -2.417], [0.229, 0.045, -1.362], [0.422, 2.692, 1.827], [0.564, 3.289, 0.361], [1.308, 3.081, 4.103], [1.586, 1.431, 3.961], [1.180, 0.796, 2.839], [1.384, -0.578, 2.881], [1.072, -1.599, 1.954], [1.230, -2.924, 2.327], [1.721, -3.280, 3.591], [2.062, -2.269, 4.510], [1.921, -0.965, 4.133], [2.232, 0.381, 5.187], [0.708, -1.316, 0.958], [0.968, -3.734, 1.630], [1.847, -4.314, 3.885], [2.410, -2.492, 5.515]], "nbo_charge": [-0.195, -0.175, -0.179, 0.215, -0.204, 0.204, 0.200, 0.204, -0.449, 0.218, 0.222, -0.459, 0.214, 0.214, -0.454, 0.226, 0.219, -0.455, 0.216, 0.212, 1.259, -0.500, -0.320, -0.124, -0.704, 0.217, -0.256, -0.205, -0.223, -0.195, -0.263, 0.433, 0.225, 0.221, 0.220, 0.219], "spin_multiplicity": 1, "gap_ha": 0.299, "e_above_lowest_kcal_mol": 0.0, "homo_ev": -8.18}



Record 2
{"formula": "C5H10OS2", "method": "ωB97M-V with the def2-TZVPD basis set", "elements": ["C", "C", "S", "C", "C", "S", "C", "O", "H", "H", "H", "H", "H", "H", "H", "H", "H", "H"], "positions_angstrom": [[0.652, -1.714, 1.253], [1.184, -0.440, 0.491], [1.509, -0.780, -1.268], [0.283, 0.799, 0.697], [-0.906, 0.979, -0.195], [-2.050, -0.439, -0.268], [-0.476, 1.458, -1.607], [-0.002, 2.559, -1.709], [0.389, -1.503, 2.264], [1.449, -2.473, 1.223], [-0.188, -2.135, 0.719], [2.169, -0.180, 0.934], [0.391, -1.502, -1.472], [0.885, 1.693, 0.559], [-0.042, 0.775, 1.716], [-1.419, 1.817, 0.218], [-2.929, 0.172, -1.075], [-0.901, 0.915, -2.479]], "nbo_charge": [-0.618, -0.322, -0.021, -0.423, -0.432, -0.047, 0.436, -0.533, 0.212, 0.221, 0.212, 0.229, 0.131, 0.238, 0.215, 0.245, 0.130, 0.125], "spin_multiplicity": 1, "gap_ha": 0.361, "e_above_lowest_kcal_mol": 8.8, "homo_ev": -9.24}



Record 3
{"formula": "C6H6FN", "method": "ωB97M-V with the def2-TZVPD basis set", "elements": ["N", "C", "C", "C", "C", "F", "C", "C", "H", "H", "H", "H", "H", "H"], "positions_angstrom": [[2.344, -0.060, 0.108], [0.922, 0.031, -0.027], [0.237, 1.242, -0.038], [-1.150, 1.248, 0.019], [-1.853, 0.034, -0.008], [-3.193, -0.047, 0.071], [-1.196, -1.165, 0.011], [0.191, -1.184, -0.061], [2.726, -0.988, 0.166], [2.972, 0.750, -0.035], [0.825, 2.128, -0.074], [-1.742, 2.207, -0.012], [-1.804, -2.025, -0.052], [0.719, -2.171, -0.066]], "nbo_charge": [-0.837, 0.165, -0.261, -0.254, 0.354, -0.328, -0.259, -0.246, 0.389, 0.396, 0.214, 0.230, 0.226, 0.211], "spin_multiplicity": 1, "gap_ha": 0.330, "e_above_lowest_kcal_mol": 6.7, "homo_ev": -7.92}



Record 4
{"formula": "C6H12O", "method": "ωB97M-V with the def2-TZVPD basis set", "elements": ["C", "C", "C", "C", "C", "C", "O", "H", "H", "H", "H", "H", "H", "H", "H", "H", "H", "H", "H"], "positions_angstrom": [[-1.931, -0.928, 0.243], [-1.408, 0.487, 0.142], [-0.863, 0.905, -1.197], [0.067, 0.785, -0.021], [1.050, -0.349, 0.154], [2.487, 0.107, -0.034], [0.951, -0.869, 1.477], [-1.303, -1.595, -0.350], [-2.944, -0.986, -0.172], [-1.961, -1.341, 1.259], [-1.977, 1.219, 0.709], [-0.842, 0.132, -1.968], [-1.086, 1.899, -1.571], [0.425, 1.733, 0.389], [0.813, -1.137, -0.581], [2.653, 0.485, -1.050], [3.170, -0.724, 0.165], [2.701, 0.902, 0.689], [0.038, -0.733, 1.760]], "nbo_charge": [-0.619, -0.238, -0.413, -0.251, 0.094, -0.614, -0.722, 0.211, 0.219, 0.204, 0.216, 0.212, 0.220, 0.220, 0.154, 0.210, 0.219, 0.209, 0.471], "spin_multiplicity": 1, "gap_ha": 0.410, "e_above_lowest_kcal_mol": 24.5, "homo_ev": -10.09}



Record 5
{"formula": "C27H56N4O4", "method": "ωB97M-V with the def2-TZVPD basis set", "elements": ["C", "C", "C", "C", "C", "C", "C", "C", "C", "C", "C", "C", "C", "N", "C", "C", "N", "H", "H", "H", "H", "H", "H", "H", "H", "H", "H", "H", "H", "H", "H", "H", "H", "H", "H", "H", "H", "H", "H", "H", "H", "H", "H", "C", "O", "C", "C", "N", "C", "C", "O", "C", "H", "H", "H", "H", "H", "H", "H", "H", "H", "H", "H", "H", "H", "H", "H", "C", "O", "C", "C", "N", "C", "C", "O", "C", "H", "H", "H", "H", "H", "H", "H", "H", "H", "H", "H", "H", "H", "H", "H"], "positions_angstrom": [[5.343, 1.679, 0.366], [4.090, 0.869, 0.044], [2.893, 1.756, -0.277], [1.585, 0.940, -0.229], [0.578, 1.601, 0.697], [-0.667, 0.757, 1.053], [-0.960, -0.458, 0.179], [-0.226, -1.748, 0.621], [0.493, -2.377, -0.562], [1.288, -3.652, -0.271], [2.681, -3.448, 0.301], [2.755, -2.654, 1.598], [1.888, -3.257, 2.589], [1.097, -3.692, 3.336], [4.200, -2.616, 2.128], [4.222, -1.886, 3.371], [4.134, -1.303, 4.381], [5.236, 2.116, 1.348], [5.431, 2.472, -0.361], [6.214, 1.047, 0.340], [4.281, 0.151, -0.745], [3.847, 0.301, 0.941], [2.878, 2.537, 0.472], [3.055, 2.172, -1.261], [1.842, -0.023, 0.187], [1.219, 0.835, -1.240], [1.112, 1.798, 1.618], [0.343, 2.571, 0.277], [-1.523, 1.414, 0.964], [-0.607, 0.483, 2.095], [-2.017, -0.660, 0.305], [-0.819, -0.270, -0.875], [-0.924, -2.463, 1.025], [0.432, -1.449, 1.425], [1.142, -1.690, -1.090], [-0.303, -2.633, -1.259], [1.444, -4.141, -1.224], [0.708, -4.352, 0.313], [3.080, -4.434, 0.519], [3.346, -3.006, -0.431], [2.482, -1.630, 1.393], [4.783, -2.042, 1.420], [4.589, -3.609, 2.263], [-0.152, 9.093, 2.635], [-1.172, 8.473, 1.875], [-1.417, 9.081, 0.614], [-0.965, 8.189, -0.523], [0.488, 8.088, -0.577], [0.992, 7.062, -1.486], [0.642, 5.604, -1.200], [1.240, 5.074, -0.032], [0.544, 5.346, 1.174], [-0.181, 8.665, 3.635], [0.840, 8.907, 2.210], [-0.313, 10.172, 2.708], [-0.952, 10.068, 0.551], [-2.499, 9.217, 0.533], [-1.327, 8.605, -1.468], [-1.441, 7.210, -0.379], [0.838, 7.895, 0.351], [2.082, 7.143, -1.481], [0.662, 7.307, -2.500], [1.041, 5.011, -2.028], [-0.439, 5.425, -1.190], [-0.537, 5.405, 1.025], [0.912, 6.270, 1.627], [0.753, 4.533, 1.870], [-3.154, -8.217, 0.244], [-3.439, -8.159, -1.142], [-4.789, -7.837, -1.450], [-4.899, -6.455, -2.059], [-4.614, -5.419, -1.075], [-4.458, -4.077, -1.630], [-3.315, -3.826, -2.609], [-2.023, -3.905, -2.031], [-1.491, -5.218, -1.947], [-2.160, -8.645, 0.356], [-3.154, -7.222, 0.700], [-3.873, -8.852, 0.770], [-5.433, -7.935, -0.572], [-5.127, -8.566, -2.192], [-5.913, -6.313, -2.442], [-4.206, -6.418, -2.910], [-3.767, -5.661, -0.580], [-4.319, -3.400, -0.784], [-5.398, -3.791, -2.113], [-3.415, -2.796, -2.962], [-3.373, -4.462, -3.500], [-1.833, -5.849, -2.770], [-1.741, -5.688, -0.992], [-0.409, -5.141, -1.999]], "lowdin_charge": [-0.101, -0.277, -0.201, -0.202, -0.186, -0.185, -0.195, -0.191, -0.196, -0.197, -0.159, -0.324, -0.196, 0.196, -0.140, -0.225, 0.165, 0.074, 0.069, 0.062, 0.108, 0.086, 0.103, 0.111, 0.069, 0.113, 0.107, 0.093, 0.098, 0.106, 0.101, 0.104, 0.113, 0.078, 0.104, 0.091, 0.098, 0.110, 0.122, 0.123, 0.112, 0.120, 0.129, -0.114, -0.193, -0.218, -0.217, -0.051, -0.199, -0.228, -0.196, -0.095, 0.089, 0.077, 0.087, 0.122, 0.121, 0.123, 0.105, 0.067, 0.119, 0.118, 0.120, 0.112, 0.092, 0.074, 0.082, -0.113, -0.195, -0.218, -0.216, -0.050, -0.197, -0.219, -0.199, -0.084, 0.088, 0.078, 0.088, 0.122, 0.121, 0.124, 0.105, 0.067, 0.118, 0.118, 0.122, 0.112, 0.092, 0.079, 0.071], "spin_multiplicity": 1, "gap_ha": 0.345, "homo_ev": -8.75}



Record 6
{"formula": "C32H56N2O21", "method": "ωB97M-V with the def2-TZVPD basis set", "elements": ["C", "C", "C", "O", "C", "O", "O", "H", "H", "H", "H", "H", "H", "C", "C", "C", "O", "C", "O", "O", "H", "H", "H", "H", "H", "H", "C", "C", "C", "O", "C", "O", "O", "H", "H", "H", "H", "H", "H", "C", "O", "C", "O", "O", "C", "H", "H", "H", "H", "H", "H", "C", "O", "C", "O", "O", "C", "H", "H", "H", "H", "H", "H", "C", "O", "C", "O", "O", "C", "H", "H", "H", "H", "H", "H", "C", "O", "C", "O", "O", "C", "H", "H", "H", "H", "H", "H", "C", "C", "C", "C", "N", "H", "H", "H", "H", "H", "H", "H", "C", "C", "C", "C", "N", "H", "H", "H", "H", "H", "H", "H"], "positions_angstrom": [[-12.993, 17.646, 12.633], [-14.381, 18.090, 12.991], [-14.991, 19.071, 11.964], [-16.055, 18.407, 11.366], [-16.171, 17.167, 11.921], [-16.968, 16.303, 11.520], [-15.247, 16.974, 12.853], [-12.280, 18.474, 12.528], [-13.054, 17.021, 11.710], [-12.529, 16.991, 13.338], [-14.425, 18.424, 13.979], [-14.377, 19.542, 11.196], [-15.489, 19.868, 12.531], [-17.855, 19.319, 8.329], [-18.018, 17.843, 8.361], [-19.440, 17.358, 8.778], [-19.805, 16.499, 7.685], [-18.847, 16.452, 6.702], [-18.918, 15.738, 5.747], [-17.829, 17.256, 7.101], [-16.831, 19.600, 8.020], [-17.988, 19.713, 9.275], [-18.640, 19.596, 7.590], [-17.287, 17.370, 8.997], [-20.181, 18.176, 8.850], [-19.395, 16.890, 9.768], [-17.655, 11.752, 9.950], [-17.659, 12.603, 8.642], [-17.350, 14.119, 8.913], [-16.430, 14.361, 7.842], [-16.047, 13.292, 7.233], [-15.195, 13.307, 6.286], [-16.686, 12.185, 7.763], [-16.785, 11.949, 10.601], [-17.653, 10.772, 9.562], [-18.619, 11.722, 10.559], [-18.614, 12.487, 8.134], [-16.869, 14.272, 9.821], [-18.282, 14.702, 8.832], [-19.845, 15.196, 12.160], [-20.990, 15.362, 11.371], [-21.243, 14.467, 10.424], [-20.440, 13.364, 10.353], [-22.069, 14.790, 9.542], [-22.352, 13.936, 8.420], [-18.970, 14.986, 11.450], [-20.063, 14.339, 12.819], [-19.546, 16.129, 12.701], [-22.686, 12.964, 8.681], [-21.601, 13.917, 7.645], [-23.223, 14.335, 7.975], [-15.990, 13.796, 13.293], [-16.973, 13.174, 14.142], [-17.841, 13.952, 14.696], [-17.828, 15.336, 14.480], [-18.804, 13.358, 15.414], [-19.522, 14.181, 16.304], [-15.168, 13.093, 13.033], [-15.489, 14.609, 13.796], [-16.476, 14.237, 12.416], [-20.150, 13.576, 16.958], [-20.229, 14.832, 15.817], [-18.799, 14.818, 16.873], [-18.028, 6.497, 13.459], [-18.755, 7.606, 13.078], [-18.570, 8.769, 13.621], [-17.726, 9.013, 14.632], [-19.200, 9.742, 12.969], [-19.025, 11.023, 13.395], [-18.425, 5.658, 12.812], [-18.287, 6.193, 14.510], [-16.972, 6.641, 13.423], [-19.599, 11.207, 14.301], [-19.360, 11.787, 12.699], [-17.972, 11.235, 13.484], [-22.017, 15.778, 5.456], [-22.765, 15.812, 4.278], [-22.087, 15.779, 3.123], [-20.703, 15.360, 3.044], [-22.750, 15.905, 1.953], [-22.116, 15.753, 0.717], [-21.475, 16.709, 5.406], [-21.458, 14.872, 5.586], [-22.703, 15.896, 6.268], [-22.815, 15.853, -0.046], [-21.690, 14.727, 0.589], [-21.259, 16.408, 0.686], [-17.020, 12.446, 3.360], [-17.929, 12.586, 4.563], [-19.343, 12.116, 4.261], [-20.109, 12.069, 5.492], [-20.637, 12.012, 6.519], [-17.115, 11.523, 2.847], [-16.015, 12.712, 3.518], [-17.362, 13.120, 2.559], [-17.999, 13.572, 4.990], [-17.532, 11.962, 5.323], [-19.305, 11.130, 3.806], [-19.815, 12.808, 3.608], [-21.057, 10.412, 9.728], [-21.829, 9.282, 9.102], [-22.941, 9.758, 8.236], [-24.059, 10.130, 9.076], [-24.956, 10.402, 9.811], [-20.132, 10.082, 10.272], [-21.639, 11.128, 10.382], [-20.659, 11.071, 8.983], [-22.269, 8.611, 9.819], [-21.057, 8.718, 8.500], [-23.317, 9.024, 7.551], [-22.720, 10.608, 7.601]], "lowdin_charge": [-0.019, -0.285, -0.100, 0.060, -0.476, 0.083, 0.089, 0.097, 0.115, 0.074, 0.137, 0.143, 0.137, -0.012, -0.349, -0.057, 0.023, -0.518, 0.159, 0.089, 0.104, 0.059, 0.114, 0.129, 0.141, 0.117, -0.002, -0.312, -0.027, 0.089, -0.505, 0.072, 0.073, 0.087, 0.060, 0.067, 0.121, 0.089, 0.128, -0.067, -0.008, -0.505, -0.045, 0.073, 0.002, 0.094, 0.098, 0.105, 0.075, 0.056, 0.081, -0.009, 0.015, -0.452, -0.062, -0.012, -0.051, 0.115, 0.078, 0.073, 0.098, 0.086, 0.115, -0.065, 0.014, -0.485, -0.001, 0.016, -0.090, 0.118, 0.113, 0.088, 0.105, 0.084, 0.084, -0.055, 0.011, -0.333, -0.093, -0.012, -0.060, 0.101, 0.077, 0.086, 0.072, 0.112, 0.096, -0.077, -0.243, -0.163, -0.166, 0.186, 0.060, 0.056, 0.085, 0.096, 0.087, 0.127, 0.099, -0.125, -0.263, -0.221, -0.231, 0.131, 0.074, 0.091, 0.023, 0.106, 0.133, 0.114, 0.093], "spin_multiplicity": 1, "gap_ha": 0.370, "e_above_lowest_kcal_mol": 0.0, "homo_ev": -9.84}



Going through the records in order, we get max |F| values of 2.49 2.20 1.87 0.34 3.56 10.00 eV/A.
Going through the records in order, we get molar mass values of 387.854 150.268 111.119 100.161 500.769 804.793 u.